Entry 1:
The following is a DFT calculation (ωB97M-V/def2-TZVPD) of a molecular structure, C53H68BCsGeN7O4P2S2Si3Te in a non-equilibrium geometry.

Geometry as XYZ:
```
143
Properties=species:S:1:pos:R:3:forces:R:3
Cs -0.032787 -0.868021 -0.652055 -1.23 0.21 2.09
C 0.755431 -5.477108 -0.990438 0.00 -0.02 -0.01
C 1.386942 -4.503963 -1.919372 0.02 0.05 0.01
N 1.047038 -3.240271 -2.026822 0.06 -0.02 -0.25
C 1.840668 -2.699331 -3.006792 -0.05 0.00 -0.06
C 2.695276 -3.662165 -3.490221 0.06 -0.03 -0.02
N 2.383466 -4.799010 -2.785737 0.02 -0.03 0.05
C 3.814499 -3.739322 -4.459064 -0.01 0.12 0.13
O 4.149485 -2.633755 -5.079953 0.09 0.07 0.19
O 4.395808 -4.799262 -4.618347 -0.03 0.00 -0.08
C 1.680982 -1.271495 -3.460987 0.10 0.04 -0.31
O 2.437505 -0.905206 -4.403638 0.15 0.01 0.08
O 0.814479 -0.571878 -2.897070 1.04 0.02 -2.31
H -0.035841 -4.966980 -0.447127 -0.01 0.01 0.01
H 1.477800 -5.883245 -0.278276 -0.02 0.01 0.00
H 0.299439 -6.305206 -1.535444 0.01 -0.01 0.00
H 2.856977 -5.674323 -2.933566 0.01 -0.03 0.00
H 3.545336 -1.852961 -4.758608 -0.37 -0.14 -0.27
Te 3.590735 2.779259 2.226582 -0.02 -0.03 0.08
C 3.514413 3.344933 4.262986 0.01 -0.01 0.01
C 3.943898 4.598206 4.685711 0.01 0.01 0.04
C 3.850613 4.929480 6.029331 -0.02 -0.04 -0.01
N 3.373252 4.113450 6.969659 0.00 -0.03 -0.07
C 2.972728 2.908494 6.550778 0.01 0.02 -0.01
C 3.020025 2.481884 5.233440 0.00 0.02 0.04
C 2.072850 1.334887 2.339316 -0.05 0.02 -0.55
P 2.439604 -0.283054 1.694041 0.45 0.18 0.30
C 3.293135 -0.145129 0.060306 0.11 -0.13 0.07
C 3.248213 0.997499 -0.732767 0.07 -0.05 0.01
C 3.896200 1.033544 -1.963661 -0.04 0.00 0.03
C 4.597821 -0.071374 -2.418274 -0.02 0.01 -0.01
C 4.625005 -1.230222 -1.651265 0.02 0.04 0.02
C 3.963976 -1.267655 -0.433460 0.02 0.01 -0.05
C 3.875250 -0.789660 2.742603 -0.16 0.04 0.16
C 3.558455 -1.334333 3.989904 0.00 -0.03 -0.01
C 4.542984 -1.650990 4.914595 0.00 0.02 -0.04
C 5.879337 -1.431387 4.603125 -0.03 0.00 -0.02
C 6.211408 -0.897831 3.366395 -0.03 0.00 -0.01
C 5.219215 -0.577690 2.446129 0.03 -0.04 0.01
P 0.516474 1.946176 1.598206 -0.09 0.05 0.54
C -0.774425 0.951961 2.492871 -0.04 0.14 -0.02
C -0.525100 0.116362 3.575213 -0.02 0.02 0.03
C -1.573304 -0.501180 4.245703 0.02 0.00 -0.02
C -2.884184 -0.301539 3.839688 0.02 0.01 -0.03
C -3.146640 0.527829 2.756992 0.04 0.00 0.01
C -2.096784 1.146088 2.093142 0.00 -0.05 -0.02
C 0.242094 3.512068 2.557387 0.16 0.01 -0.03
C 0.220023 4.730058 1.886077 -0.02 0.02 0.00
C 0.097393 5.928821 2.581076 0.00 -0.04 0.01
C 0.003231 5.919670 3.965092 0.01 -0.03 -0.01
C 0.025930 4.708669 4.648805 0.00 0.00 -0.02
C 0.140564 3.517636 3.947737 -0.03 0.02 0.01
H 4.324415 5.327025 3.978451 -0.01 -0.01 0.01
H 4.166934 5.913096 6.366280 0.00 -0.01 0.01
H 2.586213 2.243709 7.318550 0.00 0.02 0.00
H 2.654543 1.501425 4.944264 0.01 0.03 0.01
H 2.694478 1.866710 -0.392514 0.01 0.00 0.02
H 3.835357 1.925525 -2.575841 -0.01 -0.02 0.01
H 5.080719 -0.051380 -3.386890 0.00 0.01 0.02
H 5.147545 -2.107963 -2.014616 -0.01 0.01 0.01
H 3.986802 -2.173583 0.164724 -0.01 -0.03 -0.03
H 2.514917 -1.502850 4.238122 0.00 0.01 0.00
H 4.268388 -2.067453 5.876739 0.00 0.00 0.00
H 6.654658 -1.670840 5.321329 0.00 0.00 -0.01
H 7.249973 -0.712933 3.117488 -0.01 0.00 0.00
H 5.496678 -0.154739 1.489925 0.00 0.03 0.00
H 0.501097 -0.030364 3.893540 -0.01 0.00 -0.02
H -1.364018 -1.158520 5.082286 0.00 0.00 -0.01
H -3.695631 -0.809023 4.347425 0.01 0.01 0.00
H -4.167054 0.690198 2.427248 0.01 -0.01 -0.01
H -2.298905 1.815314 1.261787 0.00 -0.03 0.00
H 0.318175 4.740530 0.806599 0.01 0.00 0.00
H 0.088602 6.868168 2.040076 0.00 -0.01 0.00
H -0.077518 6.851589 4.512883 0.00 -0.01 0.00
H -0.028403 4.694419 5.731539 0.00 0.00 -0.02
H 0.171248 2.576087 4.483455 0.00 0.02 -0.01
C 0.779362 -3.715293 3.205067 -0.04 -0.06 -0.06
N -0.118488 -4.675832 2.599535 0.05 0.04 0.01
C -0.056164 -6.048809 2.748231 0.00 0.07 -0.02
C -1.087252 -6.554237 2.038492 -0.04 0.10 -0.07
N -1.778146 -5.512077 1.454669 -0.11 -0.09 0.04
B -2.978868 -5.794924 0.449598 0.03 0.04 -0.03
N -3.960600 -4.603690 0.509738 -0.05 -0.08 -0.01
C -4.625396 -4.275951 1.675770 0.02 -0.05 -0.11
C -5.208742 -3.073804 1.515723 0.02 0.04 -0.08
N -4.902512 -2.663177 0.229989 -0.07 0.03 -0.05
C -5.231314 -1.384822 -0.351198 0.05 -0.08 0.04
C -4.127493 -3.599369 -0.390003 0.04 -0.01 0.13
S -3.534724 -3.437270 -1.970078 -0.04 -0.03 0.15
C -1.186570 -4.344940 1.804979 0.03 0.03 0.04
S -1.596915 -2.745855 1.409747 -0.01 -0.55 0.44
H 1.714524 -4.217492 3.451331 0.00 0.01 0.01
H 0.342953 -3.284688 4.109140 -0.02 0.01 0.00
H 0.968506 -2.902615 2.505611 0.01 0.03 -0.01
H 0.709033 -6.527706 3.334486 -0.02 0.02 -0.01
H -1.394488 -7.574275 1.884289 0.00 0.03 0.01
H -2.538772 -5.942830 -0.660445 -0.05 0.00 0.01
H -3.533625 -6.799885 0.871370 0.06 0.05 0.01
H -4.596141 -4.925315 2.534564 0.00 0.02 -0.05
H -5.787076 -2.464775 2.189315 0.02 -0.02 -0.04
H -5.909272 -0.860687 0.322135 0.01 0.02 0.00
H -5.699213 -1.522125 -1.325366 -0.02 -0.01 -0.02
H -4.328284 -0.790513 -0.495670 -0.02 -0.10 0.00
C -0.858440 4.337307 -4.885410 -0.04 0.12 -0.04
Si -0.057423 2.808475 -4.120230 0.00 -0.07 0.19
C 1.105624 3.411495 -2.780399 0.11 0.00 0.08
C 0.874992 1.941084 -5.478233 0.02 -0.12 -0.14
Ge -1.753319 1.458108 -3.149015 -0.25 0.26 -0.29
Si -3.193659 2.906243 -1.932092 0.05 -0.15 0.16
C -4.393620 1.946180 -0.849523 -0.03 -0.03 0.07
C -4.258418 4.001453 -3.035268 -0.08 0.04 -0.12
C -2.169126 4.021865 -0.826626 0.08 0.10 0.04
Si -3.027404 0.384764 -4.840005 0.16 -0.21 0.10
C -3.547071 1.646487 -6.139948 0.00 0.12 -0.09
C -4.570223 -0.404969 -4.144647 -0.13 -0.03 0.09
C -1.999588 -0.929457 -5.686858 0.07 -0.08 -0.03
H -0.070560 4.953103 -5.335323 -0.06 0.01 -0.01
H -1.377744 4.946157 -4.139554 0.04 -0.03 -0.03
H -1.575805 4.075095 -5.668332 0.04 0.01 0.03
H 2.034911 3.795035 -3.215179 -0.03 0.02 0.03
H 1.358931 2.602018 -2.091559 -0.01 0.03 -0.05
H 0.642964 4.211774 -2.195319 0.02 -0.04 -0.01
H 1.663899 2.599435 -5.860015 -0.02 -0.03 -0.01
H 0.204608 1.699205 -6.310304 0.04 0.02 0.03
H 1.334704 1.013840 -5.127045 0.01 0.04 0.01
H -5.079082 1.338048 -1.446628 0.04 0.06 0.02
H -4.986939 2.641895 -0.245759 0.00 -0.03 0.00
H -3.865970 1.270676 -0.170856 -0.05 0.09 -0.04
H -5.031922 3.419276 -3.545087 0.03 0.02 0.03
H -3.676905 4.525838 -3.797138 -0.02 -0.01 0.05
H -4.752966 4.747193 -2.402864 -0.03 0.00 -0.06
H -1.337929 3.472171 -0.375205 -0.05 0.01 0.01
H -2.775949 4.441448 -0.017386 0.03 0.02 -0.02
H -1.740840 4.853812 -1.396549 -0.01 -0.04 0.03
H -4.085733 2.494689 -5.708686 0.01 -0.06 -0.01
H -4.205392 1.149548 -6.861509 0.02 0.06 -0.01
H -2.681538 2.038840 -6.681553 -0.03 -0.02 0.02
H -5.150284 0.298629 -3.539475 0.00 -0.01 -0.05
H -4.314075 -1.263025 -3.512567 -0.03 0.06 -0.02
H -5.211194 -0.758485 -4.960119 0.01 -0.01 0.04
H -1.144845 -0.494817 -6.212369 -0.03 -0.02 0.03
H -2.608706 -1.484872 -6.407902 0.04 0.01 0.00
H -1.608389 -1.638150 -4.951321 -0.04 0.03 -0.03
```
Forces are in eV/Å.

## Properties
E_LUMO (alpha / beta)	3.35 / 3.03	eV
energy relative to the best compared isomer or geometry (same formula, charge and spin)	22.27	kcal per mole
Kohn-Sham gap (alpha / beta)	5.837 / 5.512	eV
⟨S²⟩	0.75
net charge	-2
2S+1	2

Atomic partial charges in e from the Löwdin method, atoms 1 to 2: 0.865, 0.014

Entry 2:
The following is a DFT calculation (ωB97M-V/def2-TZVPD) of 8 unconnected molecules or ions with the total composition C53H69F8N2O26S in a non-equilibrium geometry.

Geometry as XYZ:
```
159
Properties=species:S:1:pos:R:3:forces:R:3
C 4.504189 -4.216525 0.887769 0.22 0.27 0.24
C 4.573632 -2.915435 1.149017 -0.26 0.03 -0.01
C 3.838352 -1.846145 0.358551 0.81 -0.37 -0.42
C 2.430425 -2.257661 0.020057 -0.19 0.09 -0.06
C 1.538523 -2.498295 1.066287 0.07 0.01 -0.25
C 1.932867 -2.248945 2.499346 -0.32 0.31 0.18
C 2.265144 -0.777836 2.835073 0.08 -0.48 0.28
C 1.888084 -0.477055 4.275357 0.00 -0.02 0.24
O 1.759435 -1.321614 5.113287 -0.17 0.09 -0.13
O 1.702667 0.828409 4.575857 0.38 -0.19 0.03
C 0.257388 -2.987037 0.772553 0.00 -0.29 0.05
C -0.778299 -3.295820 1.810533 -0.25 0.28 -0.14
C -1.757843 -2.095017 1.932232 0.08 -0.38 -0.06
C -2.342864 -1.909119 3.335900 -0.10 0.40 -0.34
C -1.693858 -0.806238 4.174882 -0.21 -0.35 0.03
C -1.701547 0.544205 3.460596 0.34 -0.26 0.53
C -1.504071 1.734491 4.393792 -0.15 0.58 -0.28
C -1.022268 3.001263 3.653158 0.40 -0.65 -0.21
C -1.651241 3.173945 2.271365 -0.15 0.16 0.10
C -1.517087 4.570041 1.658104 -0.11 -0.63 -0.47
O -2.545690 4.821792 0.702102 0.18 0.21 0.23
C -2.411282 4.015254 -0.442367 -0.19 -0.17 -0.26
N -0.101473 -3.187162 -0.518486 0.24 0.10 -0.14
N -1.394093 -3.689317 -0.708297 -0.26 -0.13 0.37
C -1.453312 -5.151700 -0.824152 0.43 -0.16 -0.45
C -2.809798 -5.620545 -1.354511 0.10 0.22 0.02
C -4.013153 -4.737292 -0.966726 0.09 -0.50 0.05
C 0.750256 -2.908532 -1.560506 0.21 -0.26 0.13
S 0.191476 -3.175589 -3.255847 -0.99 0.78 0.00
O 0.287179 -1.926318 -3.913594 0.21 -0.35 0.01
O -1.017164 -3.911906 -3.344372 0.26 -0.19 0.03
F 1.309419 -4.125881 -3.753692 0.14 -0.12 -0.03
C 2.022004 -2.414446 -1.337228 0.12 0.07 0.21
C 2.990613 -2.052799 -2.447598 0.13 0.34 -0.27
C 3.031544 -0.572891 -2.836536 -0.14 0.22 -0.07
C 3.566956 0.449603 -2.047996 -0.06 -0.05 0.04
C 3.590050 1.755282 -2.512981 -0.06 0.14 -0.13
C 3.071965 2.084070 -3.760807 -0.08 -0.34 -0.07
C 2.537916 1.082424 -4.559925 0.22 -0.15 -0.04
C 1.940817 1.315043 -5.917079 -0.50 0.09 0.43
C 2.544248 -0.228081 -4.087552 0.14 0.02 -0.01
H 4.178367 -4.595711 -0.074824 -0.63 -0.03 0.15
H 4.771441 -4.933092 1.654898 0.60 -0.04 -0.40
H 5.175463 -2.555019 1.976031 -0.36 -0.12 0.38
H 4.422103 -1.658438 -0.533974 -0.08 0.13 -0.13
H 3.848181 -0.901989 0.893190 -0.13 0.02 0.09
H 1.128725 -2.518987 3.170399 -0.06 -0.11 -0.03
H 2.760443 -2.895736 2.777654 0.10 -0.01 -0.07
H 1.760895 -0.079146 2.168481 0.13 0.08 -0.12
H 3.347506 -0.646718 2.806786 0.01 0.35 -0.19
H 2.144208 1.384265 3.921286 -0.25 0.14 -0.08
H -1.347749 -4.164387 1.508239 -0.01 -0.10 0.12
H -0.321201 -3.544278 2.760410 0.13 0.12 0.04
H -2.574727 -2.293958 1.242454 0.01 0.04 -0.14
H -1.258604 -1.201403 1.555491 -0.07 0.19 0.18
H -2.355807 -2.873911 3.840432 -0.01 0.02 0.16
H -3.383989 -1.609799 3.193802 -0.12 -0.14 0.08
H -2.271274 -0.733533 5.100392 0.07 0.07 0.11
H -0.685139 -1.096992 4.470994 0.08 0.10 0.07
H -2.647717 0.639140 2.927517 0.06 0.09 -0.27
H -0.877352 0.544945 2.743000 -0.10 0.07 -0.26
H -2.444084 1.987842 4.889982 -0.08 -0.24 0.11
H -0.772845 1.483102 5.160544 -0.04 -0.01 0.13
H 0.056754 2.878346 3.514618 0.08 0.27 0.04
H -1.156975 3.885309 4.269483 -0.06 0.05 0.05
H -2.710472 2.905285 2.305197 -0.12 0.18 0.03
H -1.183804 2.478103 1.574971 -0.09 -0.22 -0.01
H -1.546817 5.349998 2.413277 -0.14 0.10 -0.02
H -0.567710 4.602327 1.110863 0.22 0.34 0.27
H -2.712450 2.978203 -0.265255 0.08 -0.08 0.14
H -3.062600 4.399803 -1.218923 -0.09 0.16 0.00
H -1.387640 4.015870 -0.835078 0.10 0.05 0.10
H -1.885429 -3.191409 -1.433792 0.16 -0.04 -0.19
H -0.682313 -5.490176 -1.522014 0.05 -0.10 0.00
H -1.196451 -5.608893 0.131737 -0.21 0.19 0.22
H -2.945372 -6.643561 -1.011604 -0.04 -0.04 0.06
H -2.725033 -5.675670 -2.437098 -0.09 0.02 -0.08
H -4.404370 -4.236577 -1.848116 -0.06 0.22 0.06
H -4.810898 -5.351698 -0.558345 -0.11 0.02 -0.02
H -3.760582 -4.009498 -0.199872 -0.04 0.11 0.01
H 2.793479 -2.592435 -3.365699 -0.10 -0.07 0.07
H 3.991072 -2.364290 -2.160324 0.02 -0.16 0.08
H 3.994841 0.255897 -1.078289 0.01 -0.04 0.08
H 4.025235 2.535829 -1.904263 0.03 -0.02 0.09
H 3.092394 3.099511 -4.131168 0.03 0.10 0.09
H 2.451397 0.744816 -6.688196 0.12 0.13 -0.11
H 1.862283 2.371474 -6.160340 0.26 0.04 -0.15
H 0.919029 0.937251 -5.875813 -0.06 -0.01 -0.19
H 2.158869 -0.995346 -4.742265 0.05 0.00 -0.05
C 4.541621 -5.093387 -5.742307 -0.11 -0.14 -0.08
C 4.907304 -3.680378 -6.141986 0.02 0.02 0.16
O 6.201117 -3.538195 -5.592890 0.03 -0.07 -0.26
C 6.769466 -4.780863 -5.534895 -0.04 -0.02 0.11
O 7.916167 -4.991982 -5.357868 0.05 0.00 0.07
O 5.817014 -5.733348 -5.712493 -0.06 0.07 -0.02
F 4.083048 -2.759704 -5.582695 0.01 0.01 0.11
H 4.098920 -5.116802 -4.744029 -0.01 0.12 0.01
H 3.877225 -5.585816 -6.446750 0.14 -0.09 -0.06
H 4.946479 -3.511503 -7.218735 -0.09 0.12 0.01
C -6.031863 -3.039147 6.707850 -0.14 0.10 0.05
C -4.542407 -2.775168 6.742203 0.07 -0.24 0.14
O -4.057942 -3.637075 5.722671 -0.19 0.34 -0.10
C -5.065430 -3.790160 4.814572 0.04 -0.18 -0.09
O -4.920981 -4.226084 3.721940 0.06 -0.05 -0.03
O -6.238304 -3.365963 5.328555 0.06 0.05 0.11
F -3.985931 -3.125484 7.922723 0.01 -0.03 -0.05
H -6.294885 -3.893560 7.332189 0.11 -0.02 0.03
H -6.632584 -2.180448 6.992598 -0.04 0.02 -0.18
H -4.257976 -1.747476 6.507786 0.06 0.01 0.08
C 5.880516 -9.627344 1.361308 0.01 -0.16 0.06
C 6.923223 -8.575544 1.047154 -0.11 0.02 -0.16
O 6.199255 -7.370248 1.253255 0.17 -0.03 0.21
C 5.226166 -7.625754 2.166858 -0.11 -0.02 0.03
O 4.609608 -6.790026 2.742800 -0.05 -0.08 -0.03
O 5.064952 -8.953480 2.329375 0.07 -0.05 -0.06
F 7.340739 -8.631376 -0.235639 -0.07 0.05 -0.01
H 5.281280 -9.862168 0.481055 0.06 0.06 -0.07
H 6.293894 -10.541747 1.775653 -0.06 0.06 0.17
H 7.793083 -8.584983 1.705196 0.07 0.00 -0.08
C -4.301199 7.245744 -2.445213 0.11 0.01 0.23
C -5.613938 7.597262 -3.109073 0.12 0.08 -0.19
O -5.627557 6.727861 -4.229670 -0.16 -0.11 0.22
C -4.892398 5.628887 -3.910149 0.07 -0.03 -0.10
O -4.899965 4.609260 -4.510897 0.04 -0.02 -0.05
O -4.155537 5.863708 -2.797514 -0.07 0.14 -0.01
F -5.649559 8.878760 -3.537827 0.02 -0.04 -0.05
H -3.474545 7.819074 -2.865499 -0.09 0.08 -0.09
H -4.311327 7.368480 -1.366967 0.00 -0.17 0.05
H -6.497433 7.404813 -2.498255 -0.03 0.10 0.00
C 1.173978 8.464478 2.196526 0.07 0.04 -0.16
C 1.091740 9.021945 3.601804 -0.19 -0.04 -0.08
O 0.421827 7.983387 4.294534 0.28 -0.02 0.08
C 0.706818 6.814240 3.663870 -0.09 0.04 0.05
O 0.515740 5.739076 4.125083 0.01 -0.03 -0.07
O 1.244801 7.053477 2.446699 0.00 0.09 -0.01
F 0.354056 10.150325 3.667436 -0.02 0.05 0.02
H 0.270778 8.692703 1.628930 -0.06 0.06 0.10
H 2.047657 8.800707 1.646092 0.08 -0.17 0.03
H 2.058646 9.205487 4.073606 -0.03 0.08 0.04
C -4.350573 10.584022 3.692265 -0.14 0.14 -0.04
C -2.850662 10.748811 3.790493 0.06 -0.34 0.18
O -2.401251 10.168656 2.575998 -0.10 0.36 0.01
C -3.399098 10.327268 1.661796 -0.06 -0.18 -0.12
O -3.265171 10.188929 0.493342 0.00 -0.10 -0.05
O -4.556386 10.660021 2.275748 0.03 0.01 0.12
F -2.338899 10.054464 4.833123 0.02 0.00 -0.05
H -4.664910 9.606073 4.058263 0.12 -0.04 0.02
H -4.908438 11.361702 4.205470 -0.04 0.08 -0.17
H -2.508863 11.783362 3.847413 0.08 -0.03 0.07
C -2.069966 -2.061539 -7.575128 -0.10 -0.14 -0.07
C -1.709438 -0.677414 -8.070634 -0.05 0.06 0.22
O -0.425786 -0.481541 -7.496202 0.08 -0.18 -0.31
C 0.147026 -1.705963 -7.339865 -0.01 0.02 0.11
O 1.298400 -1.895300 -7.127120 0.02 0.00 0.10
O -0.781689 -2.680071 -7.466743 -0.08 0.04 0.00
F -2.554331 0.267157 -7.605985 0.05 0.01 0.05
H -2.537649 -2.016114 -6.590883 0.00 0.12 0.01
H -2.706907 -2.616362 -8.257572 0.15 -0.10 -0.05
H -1.634153 -0.585906 -9.155191 -0.06 0.08 0.00
```
Forces are in eV/Å.

## Properties
E_LUMO	-3.73	eV
Kohn-Sham gap	7.151	eV
net charge	+1

Atomic partial charges in e from the Löwdin method, atoms 1 to 2: 0.050, -0.146

The lowest net charge belongs to which entry? C53H68BCsGeN7O4P2S2Si3Te